1.
The following is a DFT calculation (ωB97M-V with the def2-TZVPD basis set) of a single C23H29N3S molecule.

SMILES: S=C(NCCc1ccccc1)N[C@@H]1C[C@H]2CC[C@@H](C1)N2Cc1ccccc1
Net charge: 0
ΔE to the lowest compared entry with this formula, charge and spin: 8.9 kJ/mol
LUMO: 0.611 eV

Geometry as XYZ:
```
56
C23H29N3S ωB97M-V with the def2-TZVPD basis set
S -2.191 -0.774 -2.259
C -2.098 0.361 -1.057
N -3.058 1.312 -0.984
C -3.361 2.130 0.170
C -4.866 2.418 0.225
C -5.637 1.127 0.291
C -6.241 0.599 -0.843
C -6.889 -0.623 -0.792
C -6.941 -1.331 0.395
C -6.348 -0.810 1.533
C -5.699 0.410 1.479
N -1.106 0.390 -0.143
C 0.032 -0.501 -0.194
C 0.483 -0.860 1.221
C 1.819 -1.608 1.179
C 1.767 -2.816 0.216
C 2.197 -2.220 -1.132
C 2.457 -0.732 -0.806
C 1.194 0.111 -0.985
N 2.795 -0.690 0.611
C 4.179 -1.022 0.900
C 5.095 0.050 0.375
C 6.250 -0.271 -0.324
C 7.087 0.727 -0.796
C 6.773 2.056 -0.579
C 5.619 2.385 0.114
C 4.788 1.388 0.590
H -3.808 1.176 -1.646
H -3.063 1.601 1.082
H -2.805 3.077 0.117
H -5.155 2.986 -0.661
H -5.070 3.028 1.107
H -6.214 1.149 -1.774
H -7.348 -1.023 -1.683
H -7.442 -2.287 0.435
H -6.389 -1.356 2.464
H -5.236 0.813 2.370
H -0.990 1.226 0.409
H -0.322 -1.396 -0.713
H -0.279 -1.467 1.713
H 0.625 0.055 1.800
H 2.106 -1.896 2.194
H 0.772 -3.254 0.183
H 2.462 -3.588 0.547
H 1.435 -2.326 -1.901
H 3.110 -2.690 -1.499
H 3.269 -0.308 -1.402
H 1.398 1.119 -0.616
H 0.921 0.176 -2.040
H 4.483 -1.999 0.491
H 4.279 -1.071 1.990
H 6.498 -1.308 -0.501
H 7.984 0.463 -1.337
H 7.423 2.835 -0.950
H 5.370 3.423 0.285
H 3.885 1.633 1.128
```

2.
The following is a DFT calculation (ωB97M-V with the def2-TZVPD basis set) of a single C10H15PS molecule in a non-equilibrium geometry.

SMILES: CC1=CC[C@H](CCP=S)C=C1C
Net charge: 0
ΔE to the lowest compared entry with this formula, charge and spin: 82.3 kJ/mol
LUMO: -0.166 eV

Geometry as XYZ:
```
27
C10H15PS ωB97M-V with the def2-TZVPD basis set
C 0.303 2.591 0.527
C -0.100 1.148 0.537
C 0.503 0.184 1.317
C -0.194 -1.139 1.445
C -0.694 -1.595 0.094
C 0.482 -2.223 -0.806
C 1.897 -1.747 -0.550
P 2.072 0.154 -0.696
S 3.695 0.578 0.274
C -1.392 -0.489 -0.611
C -1.195 0.841 -0.377
C -2.136 1.810 -0.990
H -0.518 3.135 1.028
H 0.405 2.796 -0.479
H 1.271 2.711 1.031
H 1.261 0.590 2.118
H 0.531 -1.834 1.732
H -1.086 -1.060 2.093
H -1.507 -2.391 0.369
H 0.067 -2.058 -1.869
H 0.463 -3.367 -0.547
H 2.190 -1.979 0.464
H 2.670 -2.101 -1.242
H -1.982 -0.784 -1.419
H -2.944 1.363 -1.535
H -1.545 2.381 -1.698
H -2.516 2.484 -0.213
```

3.
The following is a DFT calculation (ωB97M-V with the def2-TZVPD basis set) of a molecular structure, C34H28BFIN6O4PZr in a non-equilibrium geometry.

Net charge: +2
LUMO: -6.791 eV

Geometry as XYZ:
```
77
C34H28BFIN6O4PZr ωB97M-V with the def2-TZVPD basis set
Zr 0.244 0.437 0.888
I -2.640 1.624 0.690
C -3.013 2.749 -1.036
C -4.334 2.632 -1.351
C -4.890 3.437 -2.366
C -4.097 4.352 -2.981
C -2.721 4.476 -2.658
C -1.971 5.484 -3.309
C -0.650 5.656 -3.045
C -0.015 4.765 -2.164
C -0.688 3.765 -1.502
P 0.461 2.698 -0.568
C 0.975 3.677 0.864
C 0.391 3.345 2.086
C 0.715 4.027 3.250
C 1.613 5.082 3.182
C 2.192 5.429 1.966
C 1.889 4.724 0.814
C 1.863 2.420 -1.669
C 1.599 2.032 -2.985
C 2.646 1.707 -3.831
C 3.957 1.774 -3.372
C 4.222 2.172 -2.069
C 3.179 2.493 -1.210
C -2.102 3.624 -1.691
H -4.974 1.948 -0.811
H -5.938 3.339 -2.615
H -4.506 5.015 -3.734
H -2.481 6.123 -4.022
H -0.078 6.435 -3.530
H 1.058 4.859 -2.045
H -0.385 2.583 2.149
H 0.246 3.761 4.189
H 1.862 5.638 4.077
H 2.899 6.246 1.918
H 2.378 4.990 -0.115
H 0.582 2.011 -3.360
H 2.441 1.412 -4.852
H 4.774 1.529 -4.038
H 5.247 2.236 -1.723
H 3.389 2.806 -0.195
B -1.162 -1.807 1.415
N -1.408 -1.584 -0.104
C -2.086 -2.302 -1.002
C -1.806 -1.808 -2.270
C -0.917 -0.767 -2.064
N -0.677 -0.628 -0.756
N 0.298 -2.302 1.549
C 0.872 -3.391 2.061
C 2.231 -3.340 1.779
C 2.415 -2.153 1.085
N 1.241 -1.524 0.945
H -1.963 -2.522 1.923
H -1.214 -0.660 1.983
H -2.722 -3.116 -0.688
H -2.189 -2.169 -3.210
H -0.438 -0.116 -2.779
H 0.284 -4.136 2.576
H 2.976 -4.081 2.022
H 3.313 -1.727 0.663
F 7.083 -1.372 1.285
C 6.371 -0.279 1.512
C 5.346 -0.277 2.354
N 4.607 0.882 2.606
C 3.359 0.815 3.309
C 2.167 0.753 2.408
O 1.010 0.506 2.883
O 2.255 0.944 1.136
C 4.900 2.082 1.983
O 4.207 3.068 2.137
N 6.016 2.055 1.182
C 6.782 0.940 0.803
O 7.652 1.016 -0.017
H 5.067 -1.167 2.902
H 3.219 1.698 3.935
H 3.334 -0.063 3.955
H 6.277 2.936 0.758
```

4.
The following is a DFT calculation (ωB97M-V with the def2-TZVPD basis set) of 8 unconnected molecules or ions with the total composition C33H81O25S8 in a non-equilibrium geometry.

Net charge: -1
LUMO: 1.610 eV

Geometry as XYZ:
```
147
C33H81O25S8 ωB97M-V with the def2-TZVPD basis set
C 7.096 -3.321 4.486
O 7.560 -2.104 3.947
C 6.518 -1.200 3.497
C 6.922 0.223 3.850
C 6.194 1.384 3.069
C 5.015 0.976 2.184
C 3.765 0.527 2.959
C 3.440 1.469 4.124
C 2.056 1.251 4.728
C 1.897 -0.070 5.477
C 0.973 -1.121 4.862
C 1.698 -2.177 4.050
C 1.028 -3.537 4.169
S 1.450 -4.579 2.808
O 0.934 -5.902 3.167
O 0.805 -3.967 1.650
O 2.911 -4.514 2.783
H 6.688 -3.215 5.493
H 6.336 -3.771 3.848
H 7.933 -4.009 4.543
H 6.406 -1.326 2.425
H 5.590 -1.476 3.990
H 7.993 0.298 3.685
H 6.751 0.371 4.913
H 5.902 2.161 3.767
H 6.941 1.840 2.420
H 5.316 0.198 1.489
H 4.729 1.827 1.571
H 2.901 0.517 2.298
H 3.876 -0.499 3.297
H 3.501 2.488 3.736
H 4.168 1.389 4.933
H 1.809 2.050 5.422
H 1.342 1.291 3.905
H 2.865 -0.548 5.615
H 1.484 0.176 6.442
H 0.220 -0.643 4.238
H 0.447 -1.630 5.670
H 1.720 -1.907 2.998
H 2.716 -2.297 4.404
H 1.456 -4.048 5.027
H -0.049 -3.463 4.274
O -0.345 -1.420 -2.297
S -1.314 -2.303 -2.864
O -2.677 -2.246 -2.422
O -0.790 -3.787 -2.801
C -0.339 -4.330 -1.519
C -1.494 -4.718 -0.627
C -1.304 -2.144 -4.618
H 0.326 -3.626 -1.022
H 0.247 -5.206 -1.786
H -2.040 -3.840 -0.286
H -1.113 -5.240 0.249
H -2.198 -5.361 -1.162
H -0.283 -2.212 -4.980
H -1.724 -1.169 -4.855
H -1.920 -2.933 -5.040
O -2.313 0.040 -7.396
S -3.619 -0.425 -7.759
O -3.795 -1.200 -8.949
O -4.605 0.818 -7.792
C -4.209 1.969 -8.573
C -4.420 1.767 -10.059
C -4.362 -1.260 -6.405
H -3.173 2.222 -8.346
H -4.833 2.782 -8.212
H -3.746 1.012 -10.459
H -4.239 2.707 -10.581
H -5.441 1.440 -10.258
H -4.257 -0.649 -5.513
H -3.841 -2.205 -6.277
H -5.410 -1.440 -6.631
O 4.767 4.340 1.577
S 4.539 5.485 2.395
O 3.389 5.557 3.240
O 4.599 6.784 1.478
C 3.756 6.793 0.303
C 2.303 7.073 0.628
C 5.978 5.818 3.350
H 3.873 5.847 -0.228
H 4.170 7.579 -0.325
H 1.856 6.256 1.190
H 1.740 7.202 -0.297
H 2.214 7.979 1.227
H 6.845 5.797 2.697
H 6.044 5.030 4.098
H 5.866 6.787 3.828
O 2.622 -7.041 5.271
S 3.904 -7.646 5.084
O 5.083 -6.955 5.512
O 4.060 -8.119 3.590
C 3.800 -7.150 2.517
C 4.936 -6.180 2.334
C 3.902 -9.250 5.813
H 2.855 -6.643 2.707
H 3.665 -7.762 1.628
H 5.030 -5.503 3.187
H 4.754 -5.577 1.445
H 5.882 -6.717 2.228
H 3.022 -9.788 5.471
H 3.870 -9.110 6.891
H 4.814 -9.765 5.525
O 0.232 1.695 7.668
S -1.028 2.061 8.235
O -2.096 2.490 7.389
O -0.772 3.161 9.357
C 0.021 4.307 8.979
C -0.758 5.311 8.155
C -1.601 0.779 9.292
H 0.916 3.966 8.456
H 0.336 4.745 9.924
H -1.013 4.909 7.176
H -0.160 6.211 8.012
H -1.688 5.579 8.657
H -0.794 0.484 9.956
H -1.889 -0.049 8.650
H -2.459 1.144 9.850
O -10.184 -1.986 -5.632
S -8.984 -2.747 -5.458
O -7.735 -2.203 -5.892
O -9.188 -4.176 -6.117
C -9.654 -4.219 -7.485
C -8.558 -3.911 -8.485
C -8.836 -3.279 -3.791
H -10.503 -3.542 -7.595
H -10.021 -5.235 -7.616
H -8.235 -2.874 -8.417
H -8.925 -4.090 -9.496
H -7.689 -4.543 -8.307
H -9.777 -3.723 -3.480
H -8.613 -2.396 -3.197
H -8.020 -3.993 -3.724
O -4.386 5.393 -8.704
S -4.607 6.558 -7.901
O -5.646 7.472 -8.258
O -3.234 7.342 -7.764
C -2.515 7.647 -8.981
C -3.112 8.820 -9.732
C -4.779 6.100 -6.213
H -2.467 6.752 -9.602
H -1.505 7.876 -8.649
H -4.094 8.578 -10.134
H -2.458 9.094 -10.560
H -3.225 9.679 -9.071
H -3.965 5.432 -5.945
H -5.737 5.594 -6.120
H -4.766 7.001 -5.606
```

5.
The following is a DFT calculation (ωB97M-V with the def2-TZVPD basis set) of 2 unconnected molecules or ions with the total composition C4H11IOSi in a non-equilibrium geometry.

SMILES: C=[Si](C)I.CCO
Net charge: 0
ΔE to the lowest compared entry with this formula, charge and spin: 297.1 kJ/mol
LUMO (spin up / spin down): -0.213 / -0.213 eV

Geometry as XYZ:
```
18
C4H11IOSi ωB97M-V with the def2-TZVPD basis set
C -1.381 2.747 1.948
Si -1.021 1.463 0.679
C 0.096 1.771 -0.729
I -2.577 -0.403 -0.012
H -0.292 3.122 2.263
H -2.005 2.586 2.801
H 0.442 1.014 -1.463
H -0.586 2.572 -1.164
H 1.024 2.292 -0.490
C 0.710 -2.215 -1.205
C 1.050 -1.519 0.118
O 0.169 -1.944 1.062
H 1.285 -1.611 -1.994
H 1.098 -3.250 -1.347
H -0.415 -2.194 -1.373
H 1.183 -0.413 -0.021
H 2.057 -2.003 0.342
H -0.838 -2.014 0.585
```

6.
The following is a DFT calculation (ωB97M-V with the def2-TZVPD basis set) of a molecular structure, C5H7O3Tb.

Net charge: +3
Multiplicity: 8
ΔE to the lowest compared entry with this formula, charge and spin: 0.0 kJ/mol
LUMO (spin up / spin down): -13.416 / -13.950 eV

Geometry as XYZ:
```
16
C5H7O3Tb ωB97M-V with the def2-TZVPD basis set
O -0.785 -1.995 0.012
C -0.335 -3.108 0.064
C 0.119 -4.307 0.165
H 0.430 -4.836 -0.740
H 0.179 -4.770 1.154
O -0.589 0.289 0.042
O 1.390 -0.851 0.018
C -0.115 1.698 0.180
C -1.292 2.594 -0.060
C 0.244 -0.643 0.010
H 0.305 1.774 1.189
H 0.675 1.837 -0.565
H -0.911 3.623 -0.111
H -1.775 2.371 -1.020
H -2.023 2.522 0.755
Tb 4.482 3.803 -1.092
```

7.
The following is a DFT calculation (ωB97M-V with the def2-TZVPD basis set) of a molecular structure, C24H19AlCl68N5 in a non-equilibrium geometry.

Net charge: -1
LUMO: 1.081 eV

Geometry as XYZ:
```
117
C24H19AlCl68N5 ωB97M-V with the def2-TZVPD basis set
C 5.596 -0.284 2.817
C 5.424 0.915 1.820
N 6.455 1.657 1.551
C 4.041 1.217 1.145
Al 2.652 2.001 2.434
C 3.100 3.949 2.965
C 3.947 4.720 1.890
N 4.658 5.758 2.240
C 0.830 1.863 1.507
C -0.391 1.420 2.450
N -0.818 0.096 1.985
N -1.544 2.346 2.191
N -0.063 1.483 3.898
H 5.179 -1.225 2.350
H 5.000 -0.105 3.747
H 6.681 -0.451 3.050
H 7.266 1.314 2.084
H 3.723 0.244 0.670
H 4.236 1.979 0.337
H 2.663 1.115 3.782
H 2.128 4.470 3.207
H 3.703 3.958 3.920
H 3.983 4.392 0.821
H 4.474 5.837 3.249
H 0.945 1.080 0.698
H 0.601 2.833 0.982
H -1.796 -0.106 2.185
H -0.190 -0.648 2.282
H -1.228 3.310 2.129
H -2.220 2.205 2.942
H -0.124 2.474 4.159
H -0.832 1.011 4.390
C -1.365 -0.861 -1.639
Cl 0.305 -1.183 -1.142
Cl -2.463 -1.947 -0.763
Cl -1.779 0.819 -1.273
Cl -1.529 -1.133 -3.386
C -1.253 -3.796 3.559
Cl 0.296 -3.001 3.236
Cl -1.875 -4.449 2.036
Cl -1.022 -5.110 4.730
Cl -2.408 -2.619 4.211
C -0.140 4.384 -2.859
Cl -0.161 2.660 -3.268
Cl 0.747 5.284 -4.107
Cl -1.812 4.974 -2.775
Cl 0.651 4.611 -1.290
C -4.628 0.057 -5.449
Cl -4.474 -1.055 -6.821
Cl -5.877 1.267 -5.806
Cl -5.082 -0.846 -3.991
Cl -3.080 0.871 -5.169
C -1.772 -8.417 0.397
Cl -0.117 -8.604 -0.211
Cl -1.733 -7.481 1.901
Cl -2.752 -7.559 -0.808
Cl -2.479 -10.016 0.706
C -7.948 -0.652 -1.167
Cl -6.265 -0.986 -0.716
Cl -9.030 -1.718 -0.250
Cl -8.333 1.040 -0.799
Cl -8.164 -0.941 -2.904
C 4.166 -9.324 0.582
Cl 2.915 -8.738 -0.532
Cl 3.541 -9.289 2.241
Cl 4.605 -10.989 0.149
Cl 5.598 -8.289 0.468
C -4.315 0.789 -10.291
Cl -4.408 -0.932 -10.719
Cl -3.445 1.666 -11.566
Cl -5.958 1.441 -10.141
Cl -3.463 0.983 -8.748
C 6.535 2.664 5.884
Cl 6.724 3.984 4.718
Cl 6.828 3.272 7.527
Cl 4.887 2.019 5.781
Cl 7.700 1.377 5.515
C 6.834 -4.657 -1.356
Cl 6.401 -3.182 -0.475
Cl 7.701 -4.225 -2.844
Cl 7.878 -5.670 -0.338
Cl 5.363 -5.554 -1.772
C -5.920 5.510 -2.341
Cl -7.166 6.084 -3.468
Cl -6.563 5.522 -0.686
Cl -5.445 3.859 -2.776
Cl -4.506 6.577 -2.432
C 4.607 -8.273 -4.669
Cl 5.860 -7.020 -4.610
Cl 4.771 -9.362 -3.277
Cl 3.008 -7.505 -4.634
Cl 4.780 -9.210 -6.166
C -5.696 -4.889 -6.824
Cl -4.684 -4.560 -8.245
Cl -7.377 -5.129 -7.338
Cl -5.112 -6.354 -6.009
Cl -5.607 -3.514 -5.711
C -0.123 -1.537 -8.561
Cl -1.380 -0.905 -9.641
Cl -0.707 -1.495 -6.887
Cl 0.261 -3.210 -9.010
Cl 1.336 -0.537 -8.702
C 4.920 2.543 11.096
Cl 6.632 2.295 11.494
Cl 3.920 1.461 12.086
Cl 4.474 4.228 11.432
Cl 4.656 2.196 9.382
C -9.614 9.121 -2.380
Cl -10.080 10.570 -1.468
Cl -8.716 9.601 -3.833
Cl -8.589 8.087 -1.369
Cl -11.071 8.227 -2.853
C 0.101 5.171 10.851
Cl 1.815 4.921 11.240
Cl -0.894 4.084 11.840
Cl -0.347 6.855 11.191
Cl -0.170 4.822 9.134
```

no.,calculated total energy (Ha)
1,-1456.316314
2,-1129.505160
3,-2752.438574
4,-6372.446116
5,-821.331551
6,-1243.601669
7,-32734.925673